Entry 1:
{
  "formula": "C41H37NO2",
  "method": "ωB97M-V/def2-TZVPD",
  "symbols": ["C", "C", "C", "C", "C", "C", "C", "C", "C", "C", "C", "C", "O", "C", "C", "C", "C", "C", "C", "C", "O", "C", "C", "H", "H", "H", "H", "H", "H", "H", "H", "H", "H", "H", "H", "H", "H", "H", "C", "C", "C", "C", "C", "N", "C", "C", "C", "C", "C", "C", "C", "C", "C", "C", "C", "C", "C", "C", "C", "H", "H", "H", "H", "H", "H", "H", "H", "H", "H", "H", "H", "H", "H", "H", "H", "H", "H", "H", "H", "H", "H"],
  "positions_angstrom": [[4.1055, 1.4488, 0.9799], [4.5348, 0.1616, 1.2531], [3.6313, -0.8716, 1.2700], [2.2601, -0.6395, 1.0379], [1.2838, -1.7227, 1.2251], [1.4036, -2.8872, 0.3588], [0.4022, -3.9874, 0.3581], [-0.9518, -3.7657, 0.1293], [-1.8357, -4.8216, 0.1047], [-1.3718, -6.1110, 0.2845], [-0.0263, -6.3451, 0.4916], [0.8526, -5.2879, 0.5179], [2.3536, -2.9851, -0.4079], [0.3399, -1.7007, 2.3406], [0.1971, -0.5094, 3.2299], [1.2246, 0.3827, 3.5285], [0.9918, 1.5076, 4.2886], [-0.2636, 1.7383, 4.8112], [-1.2792, 0.8336, 4.5812], [-1.0455, -0.2790, 3.8040], [-0.3720, -2.6654, 2.5823], [1.8602, 0.6788, 0.7353], [2.7735, 1.7031, 0.7030], [4.8163, 2.2574, 0.9739], [5.5752, -0.0273, 1.4701], [3.9514, -1.8745, 1.4968], [-1.3040, -2.7561, 0.0098], [-2.8866, -4.6440, -0.0656], [-2.0608, -6.9388, 0.2610], [0.3399, -7.3513, 0.6227], [1.9067, -5.4463, 0.6594], [2.2092, 0.2087, 3.1372], [1.7859, 2.2179, 4.4573], [-0.4517, 2.6274, 5.3900], [-2.2595, 1.0074, 4.9938], [-1.8277, -0.9963, 3.6304], [0.8167, 0.8795, 0.5685], [2.4531, 2.7085, 0.4756], [4.6248, -0.1075, 10.1565], [3.3466, 0.2754, 9.3909], [2.2309, 0.5860, 10.4091], [3.5827, 1.5398, 8.5449], [2.9044, -0.8856, 8.5115], [1.7097, -1.5226, 8.6662], [1.5683, -2.5280, 7.7115], [2.7273, -2.5264, 6.9179], [2.7974, -3.3754, 5.8100], [1.7531, -4.2283, 5.5467], [0.6220, -4.2502, 6.3650], [0.5126, -3.4025, 7.4420], [3.6095, -1.5000, 7.4439], [4.8568, -1.1215, 6.9083], [5.6073, -1.8083, 5.8890], [5.8100, -3.2046, 5.8864], [6.4833, -3.8181, 4.8571], [6.9815, -3.0772, 3.7872], [7.6306, -3.7602, 2.6302], [6.8376, -1.6915, 3.8035], [6.1872, -1.0682, 4.8384], [5.4537, -0.2985, 9.4778], [4.9248, 0.6918, 10.8341], [4.4673, -1.0096, 10.7478], [1.3082, 0.8641, 9.8983], [2.0203, -0.2807, 11.0361], [2.5091, 1.4125, 11.0634], [2.6878, 1.8017, 7.9810], [3.8420, 2.3851, 9.1819], [4.3937, 1.4133, 7.8337], [0.9693, -1.2928, 9.3311], [3.6529, -3.3386, 5.1635], [1.8054, -4.8786, 4.6892], [-0.1803, -4.9314, 6.1381], [-0.3665, -3.3919, 8.0628], [5.2546, -0.1702, 7.2110], [5.4362, -3.7875, 6.7092], [6.6378, -4.8852, 4.8682], [8.0025, -3.0398, 1.8977], [8.4747, -4.3710, 2.9570], [6.9206, -4.4126, 2.1163], [7.2326, -1.1094, 2.9867], [6.0765, 0.0014, 4.8431]],
  "atomic_forces_ev_per_a": [[0.22, 0.36, -0.02], [0.10, 0.21, 0.04], [-0.89, -0.10, -0.18], [0.38, 0.42, -0.18], [-1.14, -0.33, 0.83], [0.07, 1.37, 1.06], [-0.46, -0.25, -0.06], [0.29, 0.07, 0.09], [-0.06, 0.06, -0.19], [-0.14, -0.33, 0.06], [-0.16, -0.27, 0.00], [0.23, 0.44, -0.01], [0.77, -0.42, -0.82], [1.67, -0.18, -1.93], [0.21, 0.55, 0.31], [0.12, -0.28, -0.04], [0.09, 0.08, 0.23], [-0.07, 0.35, 0.20], [-0.16, 0.07, 0.12], [-0.10, -0.24, -0.11], [-1.16, -0.91, 0.97], [0.15, -1.09, -0.11], [0.29, 0.24, 0.03], [0.18, 0.21, -0.03], [0.21, 0.00, -0.03], [0.01, -0.24, 0.01], [-0.06, 0.24, -0.01], [-0.14, 0.03, -0.01], [-0.16, -0.17, 0.00], [0.02, -0.18, 0.02], [0.29, -0.08, 0.03], [0.17, 0.01, 0.09], [0.18, 0.09, 0.06], [-0.06, 0.21, 0.13], [-0.19, 0.02, 0.08], [-0.16, -0.19, -0.14], [-0.27, -0.03, -0.10], [-0.04, 0.15, -0.01], [0.01, -0.18, -0.12], [-0.47, 0.09, 0.42], [0.04, -0.16, -0.18], [-0.08, -0.14, -0.20], [-1.13, 0.42, 0.99], [1.20, 0.84, 0.02], [0.34, -0.81, -1.27], [-0.58, -0.71, 0.01], [0.04, 0.37, 0.29], [-0.23, -0.04, 0.02], [0.20, -0.08, -0.14], [0.17, 0.68, 0.63], [1.70, -0.06, -1.25], [-1.77, -0.33, 0.53], [0.43, -0.40, -0.40], [-0.13, 0.43, 0.12], [0.11, 0.13, 0.09], [-0.09, 0.16, -0.17], [0.27, 0.01, -0.29], [0.02, -0.27, -0.09], [-0.28, 0.04, 0.75], [0.05, 0.00, -0.02], [-0.11, 0.08, -0.03], [-0.01, -0.03, 0.04], [-0.04, 0.12, -0.02], [0.05, -0.02, 0.14], [0.09, -0.05, -0.09], [-0.04, 0.01, -0.03], [-0.03, -0.08, 0.14], [0.02, 0.06, -0.03], [0.65, 0.10, -0.25], [-0.02, -0.11, -0.21], [-0.07, -0.04, -0.15], [-0.15, -0.05, -0.04], [-0.26, -0.05, 0.07], [0.14, 0.24, 0.13], [-0.13, -0.16, 0.18], [-0.04, -0.17, 0.05], [-0.06, -0.07, 0.10], [-0.06, -0.04, 0.00], [0.02, 0.00, 0.07], [0.03, 0.09, -0.10], [-0.02, 0.31, -0.09]],
  "charge": 0,
  "spin_multiplicity": 1
}

=====

Entry 2:
{
  "formula": "C4H6O5",
  "method": "ωB97M-V/def2-TZVPD",
  "symbols": ["C", "C", "C", "C", "H", "H", "H", "H", "H", "H", "O", "O", "O", "O", "O"],
  "positions_angstrom": [[2.2620, -1.1141, 0.1568], [0.9206, -0.5085, -0.4410], [-1.3293, -0.0985, 0.4069], [-1.3966, 1.3161, -0.2258], [1.3219, -1.3310, 1.6224], [0.4996, -0.9998, -1.2061], [1.5630, 0.4361, -1.0310], [-1.5035, -0.7218, -0.6339], [-1.9198, -0.0069, 1.4547], [-2.6028, 2.2735, -0.9499], [2.2099, -1.3510, 1.5021], [3.1308, -1.3388, -0.5306], [-0.0320, -0.3636, 0.6991], [-2.7000, 1.5967, -0.4983], [-0.4237, 2.2117, -0.3255]],
  "atomic_forces_ev_per_a": [[-6.18, 0.49, 3.19], [3.93, 3.91, 3.31], [-0.07, 1.47, -2.28], [3.32, 3.95, 1.52], [-4.61, 0.30, 1.70], [-1.55, -2.40, -2.60], [-2.83, -1.63, 2.05], [-1.22, 0.59, 2.93], [0.74, -1.03, -2.93], [0.37, 10.94, -6.95], [4.28, -0.08, -1.95], [5.39, -1.08, -3.56], [3.26, -0.26, -0.60], [0.70, -10.00, 6.14], [-5.54, -5.17, 0.02]],
  "charge": 0,
  "spin_multiplicity": 1,
  "smiles": "O=C(O)COCC(=O)O"
}

=====

Entry 3:
{
  "formula": "C41H46ClN3O10",
  "method": "ωB97M-V/def2-TZVPD",
  "symbols": ["C", "C", "N", "C", "C", "N", "C", "C", "H", "H", "H", "H", "H", "H", "H", "H", "H", "H", "H", "Cl", "N", "C", "C", "C", "C", "C", "H", "H", "H", "H", "H", "C", "C", "C", "C", "C", "C", "O", "O", "H", "H", "H", "H", "H", "H", "C", "C", "C", "C", "C", "C", "O", "O", "H", "H", "H", "H", "H", "H", "C", "C", "C", "C", "C", "C", "O", "O", "H", "H", "H", "H", "H", "H", "C", "C", "C", "C", "C", "C", "O", "O", "H", "H", "H", "H", "H", "H", "C", "C", "C", "C", "C", "C", "O", "O", "H", "H", "H", "H", "H", "H"],
  "positions_angstrom": [[-1.1337, 2.0639, 0.8355], [0.0142, 1.4574, 1.6265], [1.0073, 0.8353, 0.6544], [1.8031, 1.6354, -0.1939], [2.9452, 0.8407, -0.5009], [2.5909, -0.4415, 0.0789], [1.4285, -0.4003, 0.7485], [3.3592, -1.6825, -0.1928], [-0.6751, 2.6447, 0.0618], [-1.6761, 2.7597, 1.4480], [-1.7735, 1.4311, 0.3010], [-0.6501, 0.5755, 2.0435], [0.4791, 2.0066, 2.5328], [1.5969, 2.6225, -0.3574], [3.6902, 1.0030, -1.2504], [1.1095, -1.2991, 1.3308], [3.6748, -2.0060, 0.8646], [4.2314, -1.6005, -0.8728], [2.5331, -2.4125, -0.4365], [1.0820, 5.4639, 0.3362], [4.4891, -4.4226, 0.4887], [4.0403, -5.7142, 0.3704], [4.5181, -6.6482, 1.2726], [5.4802, -6.3985, 2.2513], [5.9436, -5.1377, 2.4050], [5.4077, -4.1915, 1.3534], [3.2570, -5.8765, -0.2769], [4.0602, -7.8014, 1.4354], [5.7530, -7.0776, 2.9065], [6.8772, -4.8227, 3.1163], [5.9218, -3.2546, 1.2353], [-1.0443, -2.1088, -1.3626], [-0.9913, -2.8095, -2.7667], [-2.1530, -3.4834, -3.1594], [-3.2234, -3.6362, -2.2564], [-3.2643, -3.0046, -0.9702], [-2.1664, -2.2583, -0.5425], [-2.2005, -1.7265, 0.6807], [-2.2795, -4.0493, -4.3941], [-0.1199, -1.7499, -1.1378], [-0.0694, -2.7021, -3.3720], [-4.0627, -4.2990, -2.3283], [-4.0952, -3.2591, -0.1475], [-2.7110, -2.2263, 1.2573], [-3.1074, -4.4331, -4.6318], [2.8605, 2.4528, -4.2851], [4.1780, 1.7183, -3.8491], [4.1700, 0.2974, -3.8285], [2.9490, -0.2391, -3.8959], [1.7845, 0.4203, -4.3435], [1.7398, 1.7988, -4.5355], [0.6326, 2.4954, -4.8245], [5.1950, -0.4128, -3.4812], [3.0256, 3.5680, -4.3258], [5.1327, 2.1962, -3.7790], [2.8851, -1.2990, -3.6750], [0.7386, -0.1314, -4.5624], [-0.1455, 2.0962, -5.1105], [6.0739, -0.0268, -3.8137], [-2.6208, 5.1344, -1.5709], [-4.1197, 4.7795, -1.9107], [-4.7956, 5.4028, -2.9398], [-4.0822, 6.5005, -3.6857], [-2.7289, 6.7925, -3.3695], [-2.0152, 6.1329, -2.2432], [-0.6186, 6.3247, -2.1623], [-6.0674, 4.9661, -3.2615], [-2.2131, 4.7097, -0.8981], [-4.4889, 3.9391, -1.2236], [-4.7355, 7.0202, -4.4530], [-2.2187, 7.4378, -4.0503], [-0.2585, 5.9535, -1.4588], [-6.3807, 4.2897, -2.6771], [-3.7275, 0.8780, 4.0267], [-3.3617, 2.2692, 4.3132], [-3.8035, 3.3030, 3.2858], [-4.5298, 2.9212, 2.2448], [-4.9914, 1.6498, 2.1415], [-4.5401, 0.5437, 2.9136], [-4.8488, -0.7124, 2.5165], [-3.4480, 4.6135, 3.5272], [-3.2062, 0.1191, 4.5497], [-2.5993, 2.6497, 4.9958], [-4.9621, 3.8261, 1.6004], [-5.4529, 1.2508, 1.2493], [-4.4209, -1.6311, 2.8571], [-2.5950, 4.9263, 3.8340], [1.3440, -3.5368, 2.8240], [-0.1435, -3.0304, 3.0142], [-0.3892, -1.8662, 3.7532], [0.6949, -1.1145, 4.2072], [1.9510, -1.4580, 4.1659], [2.3306, -2.7311, 3.5689], [3.6901, -2.9620, 3.4053], [-1.7004, -1.4795, 3.8892], [1.5186, -4.2396, 2.2152], [-1.0332, -3.5826, 2.5611], [0.3450, -0.3613, 4.8352], [2.6700, -0.9407, 4.6004], [3.6741, -3.8373, 2.8887], [-2.2371, -2.1904, 3.7457]],
  "atomic_forces_ev_per_a": [[1.98, 2.47, 0.08], [-2.46, -3.09, 0.89], [-1.32, 2.71, 1.13], [2.84, -4.80, 1.29], [-5.00, -0.55, 1.51], [1.87, 1.30, -2.18], [2.50, -0.87, -0.27], [-1.42, -1.02, 2.85], [0.11, 1.00, -0.51], [-0.42, 0.19, 0.27], [-0.88, -1.65, -0.12], [2.22, 0.99, -0.11], [-0.51, -0.60, -2.16], [-0.58, 2.62, -0.32], [0.44, -0.20, 0.03], [-0.26, 1.28, -0.42], [0.11, 0.25, -1.77], [-1.02, 0.14, 0.29], [1.53, 0.37, -0.48], [-0.14, -0.57, -0.03], [-0.80, -1.51, -1.58], [1.77, 0.71, 3.34], [-2.05, -4.15, 0.25], [-1.36, 3.44, -2.03], [1.68, 3.07, -1.67], [2.96, -0.86, 2.87], [-1.44, -0.52, -1.49], [1.08, 3.32, -1.27], [1.23, -3.63, 2.81], [-2.79, -0.73, -1.80], [-0.13, 0.65, 0.46], [-2.43, -3.77, -4.58], [-1.25, 1.72, 3.41], [-0.58, -0.11, 0.38], [-0.19, 1.30, 3.20], [-0.53, -1.67, -0.48], [0.64, -0.46, -1.67], [2.25, 2.44, -0.01], [2.19, 0.49, -0.40], [2.09, 1.53, 1.25], [-0.92, -0.15, 0.39], [-0.18, -0.35, -1.15], [1.70, 0.66, -2.29], [-1.62, -1.27, 1.34], [-1.04, -0.19, 0.46], [7.61, 1.60, 1.96], [-3.88, -0.20, -2.32], [-1.00, 5.98, 0.32], [-3.90, -2.23, -1.21], [-1.93, -1.82, 0.01], [-1.46, -1.83, 0.05], [1.53, 2.40, 0.39], [4.80, -1.62, 0.06], [-0.77, -1.38, -0.07], [0.14, 0.82, 0.16], [-0.17, -0.17, -0.23], [2.71, 0.88, 0.84], [-1.61, -1.79, -0.61], [-2.10, -0.69, 0.80], [-9.79, 5.00, -9.04], [3.77, 0.14, 1.59], [1.78, 0.29, 0.77], [-0.66, -1.48, 1.27], [-1.74, -1.53, 1.01], [1.38, 0.33, -2.74], [-5.06, 3.54, -6.12], [0.35, 1.66, -1.35], [5.25, -5.81, 8.73], [0.03, 1.31, -1.42], [1.41, -0.58, 0.78], [0.45, 0.57, 0.08], [2.81, -2.95, 5.87], [0.18, -0.45, 0.66], [0.62, 2.82, -0.22], [-1.62, -0.12, -4.31], [4.01, -1.36, 6.00], [-2.80, 3.51, -2.27], [0.30, -4.25, -0.98], [1.51, 2.76, 1.65], [0.17, -3.80, -0.12], [-1.66, 0.36, -1.02], [0.10, -0.65, 0.71], [-0.44, -0.70, 0.27], [1.12, -2.34, 0.99], [-0.64, 0.68, -0.29], [-1.15, 4.32, -0.41], [0.33, -1.06, -0.01], [-3.87, 9.45, 7.42], [2.89, -1.11, -0.41], [0.28, -2.91, -2.45], [-4.21, 0.36, 0.93], [0.65, -5.65, -2.61], [-1.78, 0.07, -2.76], [-1.53, -2.17, -0.74], [2.71, 3.61, 1.17], [1.58, -5.53, -4.30], [1.57, 0.57, 0.51], [-0.01, 1.97, 0.76], [3.17, 2.46, 1.90], [0.76, 1.79, 1.13], [-2.04, -3.03, -0.50]],
  "charge": 0,
  "spin_multiplicity": 1
}

=====

Entry 4:
{
  "formula": "CH2NO4S",
  "method": "ωB97M-V/def2-TZVPD",
  "symbols": ["C", "N", "O", "O", "O", "O", "S", "H", "H"],
  "positions_angstrom": [[-0.1486, -0.4187, 0.2295], [-1.3553, 0.5723, -0.0627], [-1.7438, 1.1961, 0.8874], [1.8249, 1.0668, -0.8191], [-1.8292, 0.6439, -1.1926], [2.2302, -1.2967, -0.1020], [1.7781, 0.0686, 0.1912], [-0.5551, -0.6328, 1.3199], [-0.2011, -1.1995, -0.4517]],
  "atomic_forces_ev_per_a": [[-2.71, 2.07, 3.28], [2.10, -1.59, -1.35], [-0.65, 0.92, 0.71], [0.28, 1.75, -2.90], [0.22, 0.05, 0.51], [0.19, -0.49, -0.81], [-0.75, -0.93, 3.86], [1.65, -0.30, -2.11], [-0.33, -1.49, -1.20]],
  "charge": -1,
  "spin_multiplicity": 1
}

=====

Entry 5:
{
  "formula": "C3H12NO2",
  "method": "ωB97M-V/def2-TZVPD",
  "symbols": ["C", "C", "C", "N", "H", "H", "H", "H", "H", "H", "H", "H", "H", "H", "O", "H", "H", "O"],
  "positions_angstrom": [[1.1541, 0.2760, -2.3685], [0.6837, 0.4319, -0.9370], [-0.5314, 0.0975, -0.5222], [-1.0255, 0.2596, 0.8458], [0.7861, -0.6671, -2.7550], [0.7322, 1.0690, -2.9859], [2.2568, 0.2179, -2.5008], [1.3909, 0.8789, -0.2525], [-1.1075, -0.6138, -1.1330], [-0.8104, -0.6792, 1.2741], [-0.4257, 0.9447, 1.3451], [-2.0101, 0.5134, 0.9067], [0.7796, 3.0533, 2.2315], [1.8032, 1.9686, 2.0718], [0.8544, 2.0964, 2.1969], [-1.1640, -3.3052, 1.5928], [-1.9491, -3.5835, 0.2498], [-1.4174, -2.9585, 0.7404]],
  "atomic_forces_ev_per_a": [[0.29, -0.68, 0.26], [0.15, 0.48, 0.01], [0.20, -1.08, -1.57], [1.75, -1.19, 0.47], [-0.25, -0.16, -0.23], [0.20, 0.07, 0.04], [-0.77, 0.38, 0.39], [-0.08, 0.39, 0.15], [-0.23, 0.80, 0.37], [-1.05, 0.89, -0.06], [-0.17, 0.23, 0.08], [0.03, -0.20, 0.04], [-0.28, 0.24, 0.09], [-0.02, -0.21, 0.11], [0.17, -0.17, -0.27], [-0.18, -0.68, 0.11], [-0.08, -0.41, 0.23], [0.33, 1.28, -0.22]],
  "charge": 1,
  "spin_multiplicity": 1
}

=====

Entry 6:
{
  "formula": "C3H6N4O",
  "method": "ωB97M-V/def2-TZVPD",
  "symbols": ["C", "C", "C", "H", "H", "H", "H", "H", "H", "N", "N", "N", "N", "O"],
  "positions_angstrom": [[0.1544, 0.8042, -0.1874], [-2.0148, 0.1215, 0.0152], [0.1650, -0.6094, 0.0198], [1.2845, 1.7739, 1.1730], [2.2906, 0.6640, -0.1720], [-1.2380, 2.2092, -0.5882], [-1.4366, -1.9766, -0.0722], [1.6598, -1.8334, 0.8721], [2.0870, -1.5112, -0.8168], [1.3434, 1.5774, 0.0004], [-1.0698, 1.3152, -0.1110], [-1.1628, -0.9066, 0.0154], [1.2270, -1.5292, -0.1395], [-3.2897, -0.0991, -0.0089]],
  "atomic_forces_ev_per_a": [[4.12, -4.19, 1.66], [-3.44, 0.02, -1.23], [1.48, 4.55, -2.66], [0.82, -0.58, -4.05], [-3.82, 3.77, 1.07], [-0.58, -0.73, 0.62], [0.11, 3.46, 0.37], [-1.36, 0.91, -3.31], [-2.91, 0.70, 1.42], [2.56, -2.22, 2.69], [-3.58, -1.00, -0.03], [-0.55, -5.38, 0.18], [2.77, -1.65, 3.09], [4.37, 2.34, 0.19]],
  "charge": 0,
  "spin_multiplicity": 1
}

=====

| no. | LUMO level (eV) | DFT total energy (eV) |
| --- | --- | --- |
| 1 | -2.81 | -48700.3984 |
| 2 | 0.31 | -14478.8362 |
| 3 | -0.74 | -80716.6691 |
| 4 | 4.02 | -21582.5430 |
| 5 | -3.08 | -8883.9035 |
| 6 | 0.15 | -11212.7976 |